DFT (ωB97M-V/def2-TZVPD) results for a cluster of 10 separate species, C10H40O10 in total at a distorted geometry.

Each line ends with the Mulliken charge.
Geometry (Å):
C -0.101 0.104 -0.405  0.328
O -0.771 1.357 -0.173  -0.358
H 0.213 0.066 -1.448  0.198
H 0.739 -0.130 0.250  -0.262
H -0.815 -0.680 -0.150  -0.126
H -1.398 1.512 -0.883  0.297
C 3.433 -3.239 1.240  -0.756
O 2.762 -2.019 1.311  -0.238
H 2.899 -3.899 1.924  0.386
H 3.481 -3.616 0.219  0.284
H 4.455 -3.206 1.618  0.266
H 2.131 -2.288 1.982  0.124
C -3.409 1.081 -3.396  -0.726
O -2.834 1.449 -2.128  -0.457
H -3.245 0.030 -3.632  0.233
H -4.493 1.193 -3.368  0.305
H -3.124 1.719 -4.233  0.274
H -3.557 1.910 -1.697  0.257
C -0.653 4.015 -1.815  -0.266
O -0.511 5.210 -2.529  -0.560
H -1.661 3.662 -2.032  0.166
H 0.061 3.195 -1.889  0.237
H -0.791 4.354 -0.788  0.121
H -0.723 5.003 -3.443  0.311
C -3.583 -3.405 0.756  -0.368
O -3.022 -4.022 1.907  -0.480
H -3.074 -2.486 0.462  0.044
H -3.434 -4.106 -0.065  0.241
H -4.611 -3.195 1.052  0.291
H -3.648 -4.659 2.258  0.290
C -0.856 3.568 2.283  -0.551
O -0.806 2.536 3.286  -0.562
H -0.967 4.529 2.786  0.406
H 0.008 3.586 1.618  0.176
H -1.736 3.526 1.641  0.183
H 0.080 2.379 3.621  0.338
C 0.098 -2.428 2.836  -0.644
O 1.276 -2.199 3.636  -0.569
H -0.256 -1.525 2.337  0.151
H 0.410 -3.157 2.089  0.293
H -0.771 -2.894 3.300  0.364
H 0.929 -1.647 4.341  0.321
C 3.566 0.863 -0.798  -0.224
O 3.780 -0.472 -1.212  -0.556
H 4.058 1.539 -1.498  0.319
H 2.517 1.054 -0.575  -0.093
H 4.202 0.878 0.087  0.217
H 3.657 -1.056 -0.460  0.353
C 1.786 1.085 2.703  -0.634
O 1.876 1.792 3.858  -0.582
H 0.908 0.438 2.721  0.169
H 1.730 1.632 1.762  0.299
H 2.585 0.351 2.597  0.454
H 2.728 2.197 4.036  0.314
C -0.157 -1.932 -4.295  -0.487
O -0.995 -1.734 -5.424  -0.522
H -0.716 -2.385 -3.477  0.162
H 0.759 -2.473 -4.534  0.380
H 0.131 -0.939 -3.951  0.169
H -0.541 -2.023 -6.219  0.301

Summary:
- energy relative to the best compared isomer or geometry (same formula, charge and spin) (kcal per mole) = 124.3
- lowest unoccupied orbital energy (eV) = 0.4

=====

DFT (ωB97M-V/def2-TZVPD) results for a cluster of 11 separate species, C10H41NO11 in total at a distorted geometry.

Each line ends with the Mulliken charge.
Geometry (Å):
C -0.765 1.473 4.002  -1.568
C -0.595 1.018 2.522  1.494
C 0.115 2.151 1.756  -1.957
C 0.344 -0.199 2.486  -0.986
C -0.292 -1.500 2.942  -0.528
C -1.606 -1.769 2.187  -1.285
C -2.578 -0.586 2.135  1.375
C -3.583 -0.847 0.999  -1.702
C -3.377 -0.466 3.433  -1.688
N -1.822 0.654 1.831  1.118
O -2.676 1.751 1.563  -0.677
H 0.054 2.148 4.244  0.444
H -1.694 2.016 4.191  0.235
H -0.731 0.609 4.664  0.393
H 0.261 1.925 0.703  0.219
H -0.476 3.062 1.866  0.477
H 1.071 2.349 2.239  0.472
H 0.752 -0.316 1.477  0.302
H 1.194 0.076 3.116  0.400
H 0.375 -2.351 2.815  0.309
H -0.534 -1.397 4.004  0.258
H -2.065 -2.531 2.827  0.449
H -1.438 -2.236 1.216  0.386
H -4.258 -0.034 0.741  0.315
H -4.220 -1.700 1.253  0.444
H -3.086 -1.158 0.079  0.218
H -2.672 -0.295 4.253  0.370
H -3.873 -1.395 3.709  0.443
H -4.077 0.365 3.370  0.381
H -2.962 2.005 2.456  0.356
C 2.633 -2.193 0.506  -0.378
O 2.641 -1.758 1.855  -0.506
H 2.420 -3.265 0.481  0.355
H 1.879 -1.735 -0.145  0.040
H 3.576 -1.906 0.047  0.257
H 1.997 -2.263 2.353  0.252
O -0.276 -1.189 -4.208  -0.703
H -0.957 -1.857 -4.328  0.318
H 0.412 -1.634 -3.661  0.325
O 1.877 -2.341 -2.729  -0.693
H 2.179 -3.229 -2.506  0.285
H 2.647 -1.939 -3.224  0.380
O 0.965 1.169 -5.254  -0.619
H 0.728 0.368 -4.742  0.367
H 0.126 1.629 -5.362  0.286
O -2.762 1.497 -1.689  -0.710
H -2.741 1.642 -0.736  0.321
H -2.035 0.875 -1.857  0.300
O 2.681 3.587 -1.854  -0.669
H 2.251 2.740 -1.670  0.313
H 2.906 3.543 -2.798  0.397
O 3.686 -0.895 -4.190  -0.742
H 4.246 -0.344 -3.625  0.346
H 3.166 -0.255 -4.696  0.324
O -0.815 -0.241 -0.799  -0.205
H -0.804 -1.203 -0.866  0.093
H -1.026 -0.052 0.151  -0.192
O 3.323 2.509 -4.418  -0.718
H 2.368 2.322 -4.324  0.389
H 3.499 2.344 -5.351  0.302
O 1.594 0.771 -1.947  -0.339
H 2.087 -0.059 -1.962  0.098
H 0.743 0.538 -1.532  0.261

Summary:
- energy relative to the best compared isomer or geometry (same formula, charge and spin) (kcal per mole) = 0.0
- lowest unoccupied orbital energy (eV) = 0.0

=====

DFT (ωB97M-V/def2-TZVPD) results for a cluster of 11 separate species, C10H42O11 in total at a distorted geometry.

Each line ends with the Mulliken charge.
Geometry (Å):
C -1.462 -8.051 17.573  -0.804
C -1.916 -7.993 16.128  -0.377
O -2.984 -7.045 16.005  -0.479
H -0.826 -8.919 17.778  0.339
H -2.216 -8.022 18.357  0.175
H -0.780 -7.207 17.730  0.307
H -2.358 -8.930 15.784  0.309
H -1.092 -7.727 15.462  0.258
H -2.607 -6.213 16.316  0.274
C 1.560 -5.712 22.311  -0.718
C 1.846 -7.184 22.152  -0.170
O 1.818 -7.493 20.755  -0.512
H 2.344 -5.142 21.814  0.402
H 1.619 -5.485 23.381  0.227
H 0.560 -5.416 21.999  -0.061
H 1.131 -7.759 22.751  0.117
H 2.842 -7.449 22.521  0.370
H 1.741 -8.450 20.686  0.292
C -5.418 -6.041 18.345  -0.244
O -6.147 -4.908 18.710  -0.556
H -5.438 -6.926 18.977  0.191
H -5.694 -6.276 17.310  0.318
H -4.368 -5.773 18.146  -0.032
H -6.458 -4.973 19.624  0.343
C -1.791 -10.164 22.303  -0.338
O -1.823 -10.373 20.920  -0.506
H -2.476 -9.358 22.575  0.037
H -2.015 -11.034 22.927  0.354
H -0.777 -9.818 22.542  0.128
H -0.972 -10.627 20.566  0.310
C -1.018 -2.457 22.229  -0.423
O -0.119 -1.411 21.829  -0.550
H -0.823 -3.457 21.831  -0.001
H -0.926 -2.413 23.314  0.370
H -2.028 -2.269 21.869  0.319
H 0.789 -1.669 22.003  0.294
C -0.600 -6.945 25.798  -0.657
O -0.947 -5.850 25.006  -0.463
H -0.542 -6.736 26.873  0.321
H -1.316 -7.755 25.657  0.255
H 0.390 -7.373 25.591  0.258
H -0.168 -5.302 24.871  0.215
C -0.563 -3.142 18.589  -0.375
O -1.900 -3.287 18.102  -0.459
H 0.122 -2.891 17.777  0.272
H -0.519 -2.315 19.302  0.222
H -0.325 -4.074 19.102  0.063
H -2.358 -2.466 18.293  0.284
C -2.287 -6.696 21.372  -0.651
O -2.582 -6.181 22.672  -0.273
H -1.820 -5.935 20.738  0.233
H -1.668 -7.589 21.298  0.309
H -3.241 -6.857 20.868  0.236
H -1.753 -6.101 23.168  0.092
O -4.256 -7.504 24.478  -0.646
H -3.748 -6.951 23.844  0.485
H -4.642 -8.206 23.945  0.302
O -6.275 -6.087 21.297  -0.647
H -5.959 -5.358 21.865  0.472
H -5.903 -6.875 21.700  0.221
O -5.030 -4.785 23.439  -0.776
H -5.364 -5.385 24.117  0.379
H -4.124 -5.092 23.268  0.362

Summary:
- energy relative to the best compared isomer or geometry (same formula, charge and spin) (kcal per mole) = 59.9
- lowest unoccupied orbital energy (eV) = 0.0

=====

Please write out number 3 again, unchanged.
DFT (ωB97M-V/def2-TZVPD) results for a cluster of 11 separate species, C10H42O11 in total at a distorted geometry.

Each line ends with the Mulliken charge.
Geometry (Å):
C -1.462 -8.051 17.573  -0.804
C -1.916 -7.993 16.128  -0.377
O -2.984 -7.045 16.005  -0.479
H -0.826 -8.919 17.778  0.339
H -2.216 -8.022 18.357  0.175
H -0.780 -7.207 17.730  0.307
H -2.358 -8.930 15.784  0.309
H -1.092 -7.727 15.462  0.258
H -2.607 -6.213 16.316  0.274
C 1.560 -5.712 22.311  -0.718
C 1.846 -7.184 22.152  -0.170
O 1.818 -7.493 20.755  -0.512
H 2.344 -5.142 21.814  0.402
H 1.619 -5.485 23.381  0.227
H 0.560 -5.416 21.999  -0.061
H 1.131 -7.759 22.751  0.117
H 2.842 -7.449 22.521  0.370
H 1.741 -8.450 20.686  0.292
C -5.418 -6.041 18.345  -0.244
O -6.147 -4.908 18.710  -0.556
H -5.438 -6.926 18.977  0.191
H -5.694 -6.276 17.310  0.318
H -4.368 -5.773 18.146  -0.032
H -6.458 -4.973 19.624  0.343
C -1.791 -10.164 22.303  -0.338
O -1.823 -10.373 20.920  -0.506
H -2.476 -9.358 22.575  0.037
H -2.015 -11.034 22.927  0.354
H -0.777 -9.818 22.542  0.128
H -0.972 -10.627 20.566  0.310
C -1.018 -2.457 22.229  -0.423
O -0.119 -1.411 21.829  -0.550
H -0.823 -3.457 21.831  -0.001
H -0.926 -2.413 23.314  0.370
H -2.028 -2.269 21.869  0.319
H 0.789 -1.669 22.003  0.294
C -0.600 -6.945 25.798  -0.657
O -0.947 -5.850 25.006  -0.463
H -0.542 -6.736 26.873  0.321
H -1.316 -7.755 25.657  0.255
H 0.390 -7.373 25.591  0.258
H -0.168 -5.302 24.871  0.215
C -0.563 -3.142 18.589  -0.375
O -1.900 -3.287 18.102  -0.459
H 0.122 -2.891 17.777  0.272
H -0.519 -2.315 19.302  0.222
H -0.325 -4.074 19.102  0.063
H -2.358 -2.466 18.293  0.284
C -2.287 -6.696 21.372  -0.651
O -2.582 -6.181 22.672  -0.273
H -1.820 -5.935 20.738  0.233
H -1.668 -7.589 21.298  0.309
H -3.241 -6.857 20.868  0.236
H -1.753 -6.101 23.168  0.092
O -4.256 -7.504 24.478  -0.646
H -3.748 -6.951 23.844  0.485
H -4.642 -8.206 23.945  0.302
O -6.275 -6.087 21.297  -0.647
H -5.959 -5.358 21.865  0.472
H -5.903 -6.875 21.700  0.221
O -5.030 -4.785 23.439  -0.776
H -5.364 -5.385 24.117  0.379
H -4.124 -5.092 23.268  0.362

Summary:
- energy relative to the best compared isomer or geometry (same formula, charge and spin) (kcal per mole) = 59.9
- lowest unoccupied orbital energy (eV) = 0.0

=====

Question: The highest lowest unoccupied orbital energy belongs to which entry?
Answer: C10H40O10

=====

Question: Look up the lowest unoccupied orbital energy of the first one.
Answer: 0.4 eV

=====

Question: The highest lowest unoccupied orbital energy belongs to which entry?
Answer: C10H40O10